Here is a structure of composition C5H7FKO3 in a non-equilibrium geometry from OMol25. Energies are from wB97M-V/def2-TZVPD.

Calculated values
* ⟨S²⟩: 0.758
* F_max: 0.067 Eh/bohr
* HOMO-LUMO gap (alpha / beta): 7.38 / 7.28 eV
* DFT total energy: -30479.905 eV

ORCA input file:
```
! RIJCOSX wB97M-V def2-TZVPD def2/J DEFGRID3
* xyz 0 2
H 2.239 0.114 -2.646
H 2.208 -1.243 -0.739
O -2.248 0.623 -0.536
C -0.623 0.864 1.688
C -2.298 -0.265 0.351
H 1.504 0.808 1.066
O -1.770 0.037 1.595
H -0.716 1.758 1.058
C 1.211 -0.953 -1.086
H 0.652 -1.557 -0.366
C 0.654 0.175 1.343
C 1.353 -0.454 -2.350
H 0.646 -0.725 -3.139
F 1.019 -0.744 2.274
H -0.590 1.200 2.737
O -2.746 -1.411 0.258
K -0.495 1.772 -1.509
*
```

Here is the ion C5H7FN with charge +1 in a non-equilibrium geometry from OMol25. Energies are from wB97M-V/def2-TZVPD.

Calculated values
* SMILES: C=[N+]1C=C(F)CC1
* F_max: 0.127 Eh/bohr
* HOMO-LUMO gap: 9.06 eV
* DFT total energy: -9496.752 eV

ORCA input file:
```
! RIJCOSX wB97M-V def2-TZVPD def2/J DEFGRID3
* xyz 1 1
C 0.460 -1.115 -0.391
H 0.900 -1.775 -1.054
H -1.347 1.082 -2.245
F 1.853 -1.639 1.450
C -0.553 0.807 0.383
H 1.332 1.231 1.737
H -0.076 -0.056 2.266
C -0.868 0.138 -1.923
H -0.689 -0.594 -2.707
H -0.818 1.841 0.123
H -1.457 0.433 0.899
C 1.054 -0.802 0.888
C 0.508 0.460 1.389
N -0.299 -0.011 -0.815
*
```

Here is the ion C5H7INO with charge +1 in a non-equilibrium geometry from OMol25. Energies are from wB97M-V/def2-TZVPD.

Calculated values
* SMILES: C=C/C=C\[NH+]=C(\O)I
* F_max: 0.077 Eh/bohr
* HOMO-LUMO gap: 8.44 eV
* DFT total energy: -16927.565 eV

ORCA input file:
```
! RIJCOSX wB97M-V def2-TZVPD def2/J DEFGRID3
* xyz 1 1
H -1.068 2.574 0.836
I 2.347 0.428 0.674
H -0.016 -1.994 -1.295
H 2.528 -2.526 0.906
H -1.181 -0.435 1.225
C -0.959 1.574 0.630
C -0.219 0.156 -1.434
N 0.237 -1.057 -0.822
C 1.387 -1.200 -0.133
H -1.855 0.864 2.399
C -0.620 1.268 -0.757
H -0.143 0.211 -2.473
O 1.784 -2.456 0.267
H -0.925 1.971 -1.536
C -1.297 0.621 1.512
*
```